No. 1
# C8H11BrClN3O

A 2-piece molecular cluster, C8H11BrClN3O overall (wB97M-V/def2-TZVPD, OMol25).

Last column: Mulliken charge in e.
CARTESIAN COORDINATES (ANGSTROEM)
C  -1.89105  -2.71626  0.69542  -0.277
C  -2.70968  -1.92615  -0.04343  -0.538
C  -0.56474  -2.49372  0.82822  -0.469
C  -2.14642  -0.87926  -0.69520  0.234
C  -0.79225  -0.56066  -0.41210  0.400
C  0.10657  2.91765  -1.40920  -0.721
C  2.69204  0.42299  1.27861  -0.514
C  0.37951  1.02805  1.65457  -0.099
N  0.00720  -1.44755  0.24380  -0.209
N  -0.70418  1.76282  -1.06503  -0.100
N  -0.14252  0.62647  -0.55449  -0.231
O  1.66532  1.43308  1.54746  -0.297
Cl  -3.16772  0.03527  -1.79500  -0.239
Br  0.08036  -0.35478  2.91261  -0.118
H  -2.41328  -3.56999  1.12230  0.341
H  -3.66703  -2.35384  -0.14612  0.416
H  0.01155  -3.23907  1.39196  0.368
H  0.98654  2.69123  -0.75114  0.210
H  0.46133  2.91246  -2.44440  0.252
H  -0.43914  3.86874  -1.19662  0.298
H  3.24541  0.13543  2.25284  0.241
H  3.40292  0.93864  0.46990  0.228
H  2.22020  -0.45323  0.87240  0.295
H  -0.22756  1.92001  1.85669  0.354
H  -1.74245  1.79890  -1.11591  0.175

E_HOMO (spin up / spin down)	-7.044 / -7.192	eV
energy above the lowest of the compared OMol25 structures with the same formula, charge and spin	61.5	kcal/mol
maximum force	2.92	eV/Å
HOMO-LUMO gap (spin up / spin down)	6.7019 / 7.6141	eV

---

No. 2
# C8H11Cl2INO4

An isolated ion of composition C8H11Cl2INO4 and charge -1 (wB97M-V/def2-TZVPD, OMol25).

Last column: Mulliken charge in e.
CARTESIAN COORDINATES (ANGSTROEM)
C  1.73292  1.06177  0.92376  -1.391
C  2.48882  0.46834  -0.24782  0.277
Cl  2.58373  1.79265  -1.52956  -0.277
C  1.86805  -0.75917  -0.94891  -0.276
Cl  3.29284  -1.77121  -1.43685  -0.164
C  0.91385  -1.60209  -0.06247  -0.577
I  0.54192  -3.54195  -1.06106  0.080
O  -0.31740  -0.96869  0.22561  -0.261
C  -0.94812  -0.32288  -0.77965  0.505
O  -0.99865  -0.66848  -1.93198  -0.548
C  -1.70220  0.91542  -0.33825  -0.400
C  -3.24194  0.71396  -0.48432  -0.547
N  -3.96220  1.12974  0.74163  -0.779
C  1.53573  -2.00760  1.31809  0.571
O  2.73639  -1.72738  1.52696  -0.670
O  0.75542  -2.58344  2.07530  -0.722
H  0.66648  1.13633  0.78105  0.140
H  2.13268  2.04905  1.13376  0.518
H  1.94548  0.45049  1.79559  0.326
H  3.51087  0.29592  0.03346  0.505
H  1.44264  -0.45584  -1.89279  0.769
H  -1.34434  1.69493  -1.00394  0.250
H  -1.45398  1.20070  0.67865  0.353
H  -3.59063  1.29561  -1.32696  0.333
H  -3.41894  -0.34220  -0.64635  0.387
H  -3.60745  0.51680  1.46917  0.310
H  -3.56195  2.02921  0.98791  0.288

SMILES	C[C@H](Cl)[C@@H](Cl)[C@](I)(OC(=O)CCN)C(=O)[O-]
E_HOMO	-5.157	eV
net charge	-1
maximum force	1.38	eV/Å
HOMO-LUMO gap	7.9398	eV

---

No. 3
# C8H11Cl2N

A 2-piece molecular cluster, C8H11Cl2N overall (wB97M-V/def2-TZVPD, OMol25).

Last column: Mulliken charge in e.
CARTESIAN COORDINATES (ANGSTROEM)
C  -1.28353  0.35025  -2.15801  -1.205
C  -0.57889  0.54122  -0.80134  -0.506
C  0.64685  -0.03888  -0.62334  -0.089
C  1.58009  0.24172  0.53469  -0.908
C  2.48129  1.49698  0.21159  -0.404
Cl  1.52152  2.97770  0.53358  -0.214
H  -0.79133  -0.49447  -2.74611  0.332
H  -1.40542  1.34145  -2.62127  0.355
H  -2.27533  -0.18320  -2.08341  0.262
H  -1.09467  1.19200  -0.16953  0.791
H  1.18411  -0.35733  -1.48062  0.350
H  1.03939  0.22458  1.46196  0.290
H  2.26428  -0.68471  0.56169  0.295
H  2.98201  1.66436  -0.78748  0.343
H  3.33264  1.38374  0.92559  0.308
C  -0.91616  -1.07238  2.15118  -0.925
C  -1.73638  -1.15174  1.09112  0.534
Cl  -3.06836  -0.08653  1.05955  -0.116
C  -1.44117  -2.16011  0.10580  0.247
N  -1.31655  -3.11661  -0.50233  -0.431
H  -1.21570  -0.50706  3.04688  0.273
H  0.09132  -1.56098  2.28981  0.419

SMILES	C/C=C/CCCl.C=C(Cl)C#N
E_HOMO	-9.197	eV
energy above the lowest of the compared OMol25 structures with the same formula, charge and spin	73.0	kcal/mol
maximum force	4.13	eV/Å
HOMO-LUMO gap	9.2592	eV

---

No. 4
# C8H11ClSSi

One molecule with the formula C8H11ClSSi (wB97M-V/def2-TZVPD, OMol25).

Last column: Mulliken charge in e.
CARTESIAN COORDINATES (ANGSTROEM)
C  -0.96759  1.69408  0.30800  -1.091
Si  0.44593  1.12882  -0.86551  0.545
C  2.19798  1.96385  -0.55144  -1.142
Cl  -0.36150  1.68423  -2.61536  -0.292
C  0.48771  -0.84533  -0.62351  0.290
C  -0.66522  -1.57414  -1.09066  -0.645
C  -1.67885  -1.90470  -0.31344  -0.283
C  -1.58790  -1.76567  1.14872  -0.550
C  -0.34426  -1.48565  1.60750  -0.424
C  0.78586  -1.21746  0.83714  -0.102
S  2.26770  -1.07542  1.70568  -0.243
H  -1.07382  1.27739  1.30903  0.384
H  -0.99016  2.83566  0.39289  0.315
H  -1.96258  1.40910  -0.11323  0.305
H  2.22472  2.46643  0.44119  0.333
H  3.12163  1.37913  -0.44951  0.358
H  2.44623  2.70401  -1.28864  0.386
H  1.40336  -1.02861  -1.20418  0.305
H  -0.80460  -1.60122  -2.17722  0.353
H  -2.47337  -2.36373  -0.80456  0.447
H  -2.46925  -2.03610  1.66045  0.509
H  -0.00201  -1.64465  2.68667  0.240

SMILES	C[Si](C)(Cl)[C@@H]1C=CC=CC1=S
E_HOMO (spin up / spin down)	-8.202 / -8.203	eV
energy above the lowest of the compared OMol25 structures with the same formula, charge and spin	63.0	kcal/mol
maximum force	4.11	eV/Å
HOMO-LUMO gap (spin up / spin down)	7.1394 / 7.1404	eV

---

No. 5
# C8H11F2NO2

One molecule with the formula C8H11F2NO2 (wB97M-V/def2-TZVPD, OMol25).

Last column: Mulliken charge in e.
CARTESIAN COORDINATES (ANGSTROEM)
C  -2.48660  -0.24445  0.13543  0.508
C  1.51292  -1.55669  0.21969  -0.840
C  2.39502  -0.33722  -0.28547  -0.876
C  0.36861  -0.92018  1.00077  -0.205
C  1.37227  0.72430  -0.53537  0.305
C  0.31217  0.51343  0.46428  -0.238
C  0.90438  0.56056  -1.99458  -0.261
C  -1.96631  0.85373  1.01888  -0.448
N  -0.77505  1.37102  0.46598  -0.100
O  -2.86803  -1.23856  0.69457  -0.552
O  -2.49824  0.06515  -1.16782  -0.451
F  0.20758  -0.65867  -2.31169  -0.227
F  -0.09021  1.49641  -2.14431  -0.242
H  1.11001  -2.16314  -0.66583  0.252
H  1.92010  -2.28272  0.93055  0.448
H  2.97490  -0.18255  0.63519  0.325
H  3.06431  -0.73370  -1.13076  0.342
H  -0.65190  -1.37355  0.79752  0.134
H  0.48238  -0.87663  2.06179  0.410
H  1.82736  1.74668  -0.41029  0.520
H  -1.73314  0.28911  1.98022  0.295
H  -2.74637  1.75170  1.17714  0.321
H  -0.54573  2.34118  0.50396  0.221
H  -2.09044  0.85479  -1.43989  0.360

E_HOMO (spin up / spin down)	-8.846 / -7.088	eV
energy above the lowest of the compared OMol25 structures with the same formula, charge and spin	55.3	kcal/mol
maximum force	4.06	eV/Å
HOMO-LUMO gap (spin up / spin down)	9.1509 / 6.5575	eV

---

No. 6
# C8H11F2O3P

A 2-piece molecular cluster, C8H11F2O3P overall (wB97M-V/def2-TZVPD, OMol25).

Last column: Mulliken charge in e.
CARTESIAN COORDINATES (ANGSTROEM)
C  -0.72545  1.41092  -2.88240  -1.306
C  -1.33112  0.63286  2.75118  -0.885
C  -0.74521  1.01764  -1.41604  0.269
C  -0.31557  0.38798  1.97893  -0.427
C  0.76418  -2.27498  -0.34512  -1.018
C  -1.41701  -0.02036  -0.92217  -0.108
C  0.37052  -0.95223  1.78523  0.177
C  0.83076  -1.12692  0.35334  0.278
O  3.16919  -0.25297  0.86925  -0.825
O  2.55349  0.00129  -1.51795  -0.786
O  1.47814  1.58770  0.24012  -0.848
F  -2.42482  -0.50192  -1.83114  -0.382
F  -0.40036  -2.03027  2.33983  -0.445
P  2.14572  0.24343  -0.13540  0.833
H  -0.94046  2.43220  -3.02574  0.302
H  -1.34886  0.79113  -3.44483  0.388
H  -1.80215  1.58611  2.99893  0.303
H  -1.70080  -0.21593  3.30640  0.241
H  0.03778  1.41658  -0.56356  0.307
H  0.21341  1.18479  1.51832  0.441
H  0.35387  -3.11910  0.17578  0.260
H  1.26760  -2.42835  -1.25354  0.367
H  0.27448  1.24554  -3.41248  0.214
H  -1.60180  -0.22565  0.10658  0.275
H  1.29446  -0.78950  2.32647  0.374

E_HOMO	-0.287	eV
net charge	-2
maximum force	4.14	eV/Å
HOMO-LUMO gap	6.3220	eV

---

> Among the records above, which one has the highest maximum force?

C8H11F2O3P